The following is a DFT calculation (the ωB97M-V functional and the def2-TZVPD basis) of a gas-phase ion, C2H3BrN3O (charge +1).

CARTESIAN COORDINATES (ANGSTROEM)
Br  1.8354  2.4233  -1.4322
O  -2.1659  -0.2801  1.0094
N  -0.5827  1.1819  -0.0473
N  -0.9581  -0.0679  0.4282
N  1.2920  -0.5080  -0.5065
C  0.8012  0.9213  -0.6106
C  0.1037  -1.1273  0.2214
H  2.1866  -0.9515  -0.8356
H  -0.0091  -2.2534  0.5807
H  -2.5030  0.6617  1.1927

Atomic forces in eV per Å
Br -1.6 -2.5 1.3
O 0.5 1.7 -0.2
N 5.3 -3.5 -1.5
N 6.3 -2.5 -2.1
N -7.1 3.2 2.7
C -1.9 -0.6 0.9
C -0.8 2.3 -0.4
H -1.3 0.6 0.5
H 0.3 2.8 -0.9
H 0.4 -1.5 -0.2

Results
Strongest force on any atom, Eh/bohr: 0.16091
SMILES string: On1c[nH+]c(Br)n1
HOMO, eV: -14.37
Spin multiplicity: 1
Frontier orbital gap, hartree: 0.340
Calculated total energy, eV: -78669.9170
Net charge: +1

These are the natural (NBO) partial charges, in e, on atoms 1 to 8: number 1, Br, carries 0.25; number 2, O, carries -0.42; number 3, N, carries -0.22; number 4, N, carries 0.14; number 5, N, carries -0.55; number 6, C, carries 0.28; number 7, C, carries 0.18; number 8, H, carries 0.51


The following is a DFT calculation (the ωB97M-V functional and the def2-TZVPD basis) of a molecular structure, C46H40F15GeInNO2SSe4.

CARTESIAN COORDINATES (ANGSTROEM)
In  0.3188  0.1476  -0.2188
Se  -1.9973  -0.9110  -2.8647
Se  -0.3031  0.2857  -3.9139
Se  1.5092  -0.1296  -2.4876
Se  -2.2912  0.3891  -0.9679
Ge  3.8991  0.8958  1.6192
S  2.3641  -0.5552  1.3228
F  2.8170  2.2829  7.4887
F  1.2315  3.2395  5.4897
F  4.9824  0.7509  6.8781
F  6.5520  2.1592  2.4093
F  4.1449  1.0726  -1.3118
F  7.6703  -2.6380  0.1397
F  9.1124  1.3439  2.2044
F  4.5337  3.1206  -3.0448
F  5.5530  0.1573  4.3338
F  4.2244  4.1112  2.2915
F  1.8019  2.6499  2.9274
F  4.6412  6.1280  0.5832
F  5.1302  -1.8257  0.3205
F  9.6851  -1.0704  1.0701
F  4.7860  5.6631  -2.0896
O  0.3521  2.2591  0.3908
O  -0.2963  -1.8868  0.4648
N  -0.6822  0.3188  1.8670
C  -0.5265  -2.0117  1.6904
C  -2.2431  3.2657  3.4290
C  6.7992  0.9609  1.8411
C  5.7422  0.1912  1.3904
C  -0.8669  6.3956  0.8095
C  -1.3135  -3.7729  6.4845
C  -0.7980  -0.8276  2.5182
C  -4.5653  2.9585  4.3141
C  -0.2601  -4.6211  1.6096
C  -0.9219  4.6126  -0.9057
C  -1.6711  4.2366  2.5538
C  -0.2717  -1.5387  6.7559
C  -3.2137  3.6455  4.5486
C  0.8470  -5.3603  2.3792
C  4.4287  3.3539  -1.7336
C  4.4952  4.8801  0.1160
C  4.5684  4.6459  -1.2466
C  -0.5756  -3.3070  2.3347
C  -0.3810  4.9793  0.4841
C  7.3849  -1.4575  0.7047
C  1.1486  4.9967  0.4555
C  -1.5284  -5.4853  1.5851
C  -3.4527  5.1541  4.6301
C  0.2306  -4.4595  0.1668
C  -1.0354  1.5703  2.1820
C  4.2085  1.2300  5.8965
C  6.0702  -1.0202  0.8115
C  2.6244  2.1930  3.8808
C  4.4886  0.9467  4.5672
C  -0.4751  2.5744  1.2964
C  -2.7284  -1.7383  6.3291
C  -0.8913  -3.3443  3.6576
C  4.2601  3.8229  0.9826
C  8.1224  0.5669  1.7489
C  8.4139  -0.6614  1.1758
C  -1.1093  -2.2018  4.4921
C  -1.9384  1.9576  3.2102
C  4.0926  2.5281  0.5346
C  2.3031  2.4959  5.1926
C  3.7212  1.4284  3.5255
C  4.2075  2.3246  -0.8322
C  -1.0559  -0.9767  3.9129
C  -1.3498  -2.3231  5.9973
C  -2.6368  3.1798  5.8921
C  -0.8631  3.9444  1.4940
C  3.1077  2.0090  6.2101
H  0.5561  -5.6062  3.3993
H  -0.3445  -4.2362  6.2984
H  -1.8903  -5.7025  2.5901
H  -2.3242  -4.9799  1.0392
H  -1.3222  -6.4335  1.0870
H  -0.4918  7.0781  0.0456
H  -4.1334  5.3676  5.4562
H  1.5438  4.0296  0.1442
H  -0.5271  -4.0287  -0.4841
H  -1.1141  -0.0911  4.5248
H  -1.9549  6.4648  0.8078
H  0.7217  -1.9187  6.5192
H  -1.4926  -3.7965  7.5602
H  -3.3270  3.4173  6.7041
H  -2.0115  4.6536  -0.9157
H  -2.4425  1.1887  3.7749
H  -2.9345  -1.8315  7.3957
H  1.4911  5.7587  -0.2466
H  -2.4698  2.1022  5.8961
H  -2.7802  -0.6820  6.0661
H  -1.6819  3.6660  6.0950
H  0.4890  -5.4520  -0.2087
H  -4.4784  1.8741  4.3647
H  -0.6183  3.6144  -1.2074
H  -0.5453  5.3239  -1.6433
H  -0.4281  -1.6289  7.8313
H  1.1164  -3.8286  0.1038
H  -3.5124  -2.2582  5.7787
H  1.5484  5.2360  1.4405
H  -3.9056  5.5417  3.7174
H  -2.5270  5.6987  4.8140
H  -1.9460  5.2639  2.7098
H  1.0863  -6.2935  1.8684
H  -4.9660  3.2150  3.3334
H  -5.2841  3.2712  5.0744
H  1.7503  -4.7531  2.4207
H  -0.2916  -0.4794  6.5049
H  -2.0837  -4.3797  6.0079
H  -0.4947  6.7438  1.7735
H  -0.9242  -4.3147  4.1285

Atomic forces in eV per Å
In -0.2 0.0 -0.4
Se 0.0 -0.1 -0.2
Se 0.0 0.0 0.0
Se 0.0 0.0 0.1
Se 0.1 0.1 0.2
Ge 0.1 0.0 0.3
S 0.0 0.0 -0.2
F 0.1 0.0 -0.2
F 0.0 0.0 0.0
F 0.0 0.0 -0.1
F 0.0 -0.1 0.0
F 0.1 0.2 0.1
F 0.0 0.1 0.1
F -0.1 0.0 0.0
F 0.0 0.0 0.2
F -0.1 0.1 0.0
F -0.1 0.0 0.0
F 0.1 0.1 0.0
F 0.0 -0.2 -0.1
F 0.0 0.0 0.0
F -0.3 0.1 0.0
F 0.0 -0.2 0.2
O 0.0 -0.3 -0.1
O 0.2 0.1 0.2
N -0.1 -0.1 0.2
C -0.1 0.0 -0.1
C 0.1 -0.1 0.0
C 0.2 0.1 0.0
C 0.0 0.0 0.1
C 0.1 -0.1 0.0
C 0.0 0.0 0.0
C 0.0 0.2 0.0
C 0.0 0.0 0.0
C 0.0 0.0 0.0
C 0.0 0.0 0.0
C 0.0 -0.1 -0.1
C 0.0 0.0 0.0
C 0.0 0.0 0.0
C 0.0 0.0 0.0
C 0.0 0.0 0.0
C 0.0 0.0 0.0
C 0.0 0.0 -0.1
C 0.0 0.0 0.0
C -0.1 0.1 0.0
C 0.1 0.0 0.0
C 0.2 0.0 -0.1
C 0.0 0.0 0.0
C 0.0 0.0 0.0
C 0.0 -0.1 -0.1
C 0.0 -0.1 0.1
C 0.0 0.0 0.0
C 0.1 -0.1 -0.1
C -0.1 0.0 0.1
C 0.1 0.0 0.1
C 0.0 0.0 0.1
C 0.0 0.0 0.0
C 0.1 0.0 0.0
C 0.1 0.2 0.0
C 0.0 0.0 0.0
C 0.1 0.0 0.0
C 0.0 0.1 -0.1
C 0.0 0.1 0.0
C -0.1 -0.1 -0.3
C 0.0 0.0 0.0
C 0.0 0.0 0.0
C 0.0 0.0 -0.2
C 0.0 -0.1 0.0
C 0.0 0.0 0.0
C 0.0 0.0 0.0
C -0.1 0.1 0.0
C 0.0 0.0 0.1
H 0.0 0.0 0.1
H 0.1 0.0 0.0
H 0.0 0.0 0.1
H -0.1 0.0 0.0
H 0.0 -0.1 0.0
H 0.0 0.0 0.0
H 0.0 0.0 0.0
H 0.0 0.2 0.0
H 0.0 0.0 0.0
H 0.0 0.1 0.0
H -0.1 0.0 0.0
H 0.1 0.0 0.0
H 0.0 0.0 0.0
H 0.0 0.0 0.0
H -0.1 0.0 0.0
H 0.0 -0.1 0.0
H 0.0 0.0 0.1
H 0.0 0.1 0.0
H 0.0 0.0 0.0
H 0.0 0.1 0.0
H 0.0 0.0 0.0
H 0.0 -0.1 0.0
H 0.0 -0.1 0.0
H 0.0 0.0 0.0
H 0.0 0.0 0.0
H 0.0 0.0 0.1
H 0.0 0.0 0.0
H 0.0 0.0 0.0
H 0.1 0.0 0.1
H 0.0 0.0 0.0
H 0.1 0.0 0.0
H 0.0 0.2 0.0
H 0.0 -0.1 0.0
H 0.0 0.0 0.0
H 0.0 0.0 0.0
H 0.1 0.0 0.0
H 0.0 0.1 0.0
H 0.0 0.0 0.0
H 0.0 0.0 0.1
H 0.0 -0.1 0.0

Results
Strongest force on any atom, Eh/bohr: 0.00859
HOMO (spin up / spin down), eV: -4.80 / -4.81
Relative energy (zero: lowest compared OMol25 entry of this formula, charge and spin), kcal per mole: 0.0
Spin multiplicity: 1
Frontier orbital gap (spin up / spin down), hartree: 0.182 / 0.181
Calculated total energy, eV: -428613.9776
Net charge: -1

These are the Mulliken partial charges, in e, on atoms 1 to 8: number 1, In, carries 1.25; number 2, Se, carries -0.26; number 3, Se, carries -0.25; number 4, Se, carries -0.26; number 5, Se, carries -0.35; number 6, Ge, carries 1.11; number 7, S, carries -0.81; number 8, F, carries -0.35


The following is a DFT calculation (the ωB97M-V functional and the def2-TZVPD basis) of a molecular structure, C17H24AgCl5N3OV.

CARTESIAN COORDINATES (ANGSTROEM)
Ag  -3.5878  -0.3968  2.4265
V  -0.3175  -0.0634  0.4091
Cl  -1.9471  1.3040  5.7903
Cl  2.2918  -1.9761  5.1975
Cl  1.8570  -1.9693  2.1276
Cl  -2.0773  1.7114  2.7545
Cl  0.5164  -0.2068  7.1308
O  -2.8137  -2.5049  0.6285
N  0.0440  1.6096  -0.3643
N  -1.9833  -0.5232  0.1905
N  0.7343  -1.0655  -0.6823
C  -0.5669  3.8122  -1.4397
C  0.4327  2.0653  -2.7701
C  0.4957  -2.2712  -1.4630
C  -0.6513  -1.9760  -2.4391
C  -0.7841  0.5887  4.8126
C  -1.8887  1.6626  -1.8944
C  2.0571  -0.4620  -0.7345
C  0.8810  -0.9357  3.1750
C  -0.4966  2.2866  -1.5822
C  0.9950  2.4323  0.4309
C  1.7096  -2.7472  -2.2293
C  1.0528  -1.0029  4.5816
C  0.0222  -3.3552  -0.4900
C  -0.8916  0.7221  3.4158
C  0.2380  -0.1932  5.4208
C  -0.0352  -0.0526  2.6491
C  -2.8308  -1.3437  0.7391
H  -2.3630  2.3346  -2.6256
H  -0.0477  2.4547  -3.6826
H  0.6156  0.9944  -2.8886
H  2.8156  -1.2242  -0.5265
H  -1.1881  4.1252  -0.6001
H  -1.7238  0.6551  -2.3182
H  -0.9126  -3.0862  0.0280
H  0.8211  -3.5510  0.2457
H  -0.1498  -4.2607  -1.0763
H  1.9132  2.6947  -0.1535
H  1.3986  -3.6248  -2.7866
H  -1.0829  4.2278  -2.3182
H  0.5337  3.3428  0.8550
H  -2.4966  1.6403  -0.9741
H  2.2336  -0.0133  -1.7267
H  2.0595  -1.9877  -2.9374
H  2.1808  0.3226  0.0316
H  1.4216  2.4773  -2.5798
H  -0.3624  -1.1414  -3.1055
H  1.3310  1.8298  1.2320
H  -0.7984  -2.8811  -3.0505
H  2.5092  -3.0457  -1.5515
H  -1.5878  -1.7143  -1.9116
H  0.4242  4.2817  -1.3705

Atomic forces in eV per Å
Ag -0.5 0.7 1.0
V 2.7 3.3 -0.7
Cl -0.6 0.6 0.8
Cl 0.0 -0.1 0.4
Cl -0.4 0.6 0.9
Cl -1.3 0.9 -0.8
Cl -0.4 0.1 -1.0
O -3.7 -2.0 2.0
N -0.5 -0.2 1.3
N -3.7 1.0 1.5
N 0.0 1.2 1.5
C -0.6 0.3 0.3
C 0.2 -1.1 0.0
C -1.3 -0.6 0.3
C 0.2 0.1 -0.5
C 0.7 -0.4 0.1
C 0.7 0.8 0.1
C 0.3 0.3 -0.2
C 0.2 -0.1 1.0
C -0.7 -0.1 -0.3
C 0.3 0.0 -1.2
C 0.1 0.2 0.0
C -0.2 0.7 -0.4
C 0.7 -0.3 0.0
C 2.2 -2.0 2.0
C 0.3 -0.4 -0.8
C -0.3 -0.5 -3.5
C 6.2 -0.8 -4.8
H 0.0 -0.6 0.1
H 0.5 0.0 0.4
H -0.2 -0.1 -0.3
H -0.1 0.2 -0.1
H 0.1 0.0 0.2
H -0.4 0.4 0.2
H 0.3 0.0 -0.1
H -0.5 -0.1 -0.2
H -0.2 0.0 0.3
H -0.8 -0.1 0.2
H 0.1 -0.1 -0.1
H 0.4 -0.3 0.1
H 0.1 -0.5 -0.4
H 0.1 0.0 -0.6
H 0.0 -0.1 0.4
H 0.1 -0.3 0.1
H 0.0 -0.4 -0.3
H -0.1 0.5 -0.2
H -0.3 -0.4 0.2
H 0.5 -0.5 1.2
H -0.2 0.4 0.2
H 0.1 0.0 -0.2
H 0.4 -0.2 -0.3
H -0.3 -0.2 0.0

Results
Strongest force on any atom, Eh/bohr: 0.15324
HOMO (spin up / spin down), eV: -14.87 / -14.89
Spin multiplicity: 1
Frontier orbital gap (spin up / spin down), hartree: 0.160 / 0.161
Calculated total energy, eV: -116813.9014
Net charge: +2

These are the natural (NBO) partial charges, in e, on atoms 1 to 8: number 1, Ag, carries 1.03; number 2, V, carries 1.56; number 3, Cl, carries 0.12; number 4, Cl, carries 0.15; number 5, Cl, carries 0.09; number 6, Cl, carries 0.11; number 7, Cl, carries 0.14; number 8, O, carries -0.30


The following is a DFT calculation (the ωB97M-V functional and the def2-TZVPD basis) of 2 unconnected molecules or ions with the total composition C5H11ClN2.

CARTESIAN COORDINATES (ANGSTROEM)
Cl  0.7056  -3.7889  -1.3540
N  1.4098  -0.6234  -1.4650
N  0.2613  -2.3538  -0.3156
C  0.6825  1.3995  0.7489
C  -1.1330  -0.0403  1.6506
C  -0.3950  0.3742  0.3830
C  0.6828  -1.2494  -0.6282
C  -1.1299  0.6548  -0.8311
H  -2.0702  0.1014  -1.0855
H  1.4827  0.9576  1.2408
H  -0.4808  0.3113  -1.7159
H  -0.4128  -0.0405  2.5596
H  -1.9653  0.4590  2.0112
H  0.2330  2.0690  1.5435
H  1.1202  1.9147  -0.0967
H  1.9294  -1.2238  -2.0596
H  -1.3277  1.8200  -0.8359
H  1.7546  0.3181  -1.2862
H  -1.3473  -1.0596  1.5362

Atomic forces in eV per Å
Cl 0.4 0.6 0.0
N 2.4 1.3 -2.4
N -1.2 -2.1 0.5
C -1.8 0.5 0.0
C 4.0 -1.2 0.8
C 2.0 -1.7 1.0
C -3.1 2.6 4.8
C -1.1 1.7 -3.1
H 0.5 0.5 1.1
H 1.5 -1.2 1.1
H -1.1 1.6 1.0
H -0.9 0.1 -1.5
H -1.8 1.5 -0.1
H 0.4 -0.2 -1.3
H -0.3 0.6 -0.2
H 0.8 -0.2 -0.9
H 0.1 -2.1 -0.5
H -0.2 -0.7 -0.1
H -0.8 -1.6 -0.1

Results
Strongest force on any atom, Eh/bohr: 0.12165
HOMO, eV: -8.33
Relative energy (zero: lowest compared OMol25 entry of this formula, charge and spin), kcal per mole: 88.5
Spin multiplicity: 1
Frontier orbital gap, hartree: 0.313
Calculated total energy, eV: -20862.0565
Net charge: 0

These are the natural (NBO) partial charges, in e, on atoms 1 to 8: number 1, Cl, carries -0.07; number 2, N, carries -0.84; number 3, N, carries -0.49; number 4, C, carries -0.67; number 5, C, carries -0.67; number 6, C, carries 0.14; number 7, C, carries 0.45; number 8, C, carries -0.70